Record 1
{"formula": "C5H7NO", "method": "wB97M-V/def2-TZVPD", "smiles": "C#C[C@@H](C)C(N)=O", "de_lowest_kcal_mol": 45.3, "homo_lumo_gap_ha": 0.376, "total_energy_ev": -8834.2363, "species": ["C", "C", "C", "N", "C", "C", "O", "H", "H", "H", "H", "H", "H", "H"], "positions_angstrom": [[-0.074, 0.451, 0.500], [-0.214, 1.869, -0.030], [-0.732, -0.647, -0.522], [-1.036, -1.832, 0.087], [1.253, -0.080, 0.365], [2.173, -0.740, -0.062], [-1.109, -0.332, -1.620], [-0.457, 0.320, 1.516], [-0.570, -2.078, 0.941], [-1.632, -2.466, -0.419], [-0.123, 1.868, -1.114], [0.569, 2.510, 0.372], [-1.188, 2.275, 0.230], [3.139, -1.118, -0.244]], "nbo_charge": [-0.387, -0.598, 0.723, -0.841, -0.007, -0.245, -0.598, 0.234, 0.401, 0.408, 0.242, 0.216, 0.215, 0.236]}

---

Record 2
{"formula": "CH2NO4P", "method": "wB97M-V/def2-TZVPD", "total_charge": -2, "de_lowest_kcal_mol": 61.3, "homo_lumo_gap_ha": [0.223, 0.223], "total_energy_ev": -20038.3610, "species": ["C", "N", "O", "O", "O", "O", "P", "H", "H"], "positions_angstrom": [[-1.311, 0.678, -0.580], [-1.262, 1.065, 0.880], [2.104, -0.257, 0.709], [1.401, -2.469, -0.444], [-2.458, 0.774, -1.006], [2.349, -0.554, -1.867], [1.672, -0.978, -0.541], [-2.056, 0.719, 1.445], [-0.439, 1.022, 1.404]], "nbo_charge": [0.215, -1.013, -1.150, -1.152, -0.787, -1.152, 2.375, 0.306, 0.359]}

---

Record 3
{"formula": "C3H4O3", "method": "wB97M-V/def2-TZVPD", "smiles": "C=COC(=O)O", "de_lowest_kcal_mol": 34.4, "homo_lumo_gap_ha": 0.406, "total_energy_ev": -9317.2076, "species": ["C", "C", "O", "C", "O", "O", "H", "H", "H", "H"], "positions_angstrom": [[-0.943, 0.552, 1.317], [-0.715, -0.437, 0.481], [-0.641, -0.254, -0.896], [0.608, -0.266, -1.447], [0.888, -0.933, -2.383], [1.426, 0.666, -0.872], [-1.035, 0.341, 2.374], [-1.046, 1.568, 0.957], [-0.637, -1.476, 0.789], [2.094, 0.240, -0.321]], "nbo_charge": [-0.421, 0.101, -0.525, 0.981, -0.532, -0.722, 0.213, 0.218, 0.183, 0.503]}

---

Record 4
{"formula": "C25H32O4", "method": "wB97M-V/def2-TZVPD", "smiles": "CCCOCOC(=O)OCC.c1ccccc1.c1ccccc1.c1ccccc1", "de_lowest_kcal_mol": 116.9, "homo_lumo_gap_ha": 0.365, "total_energy_ev": -34628.3509, "species": ["C", "C", "C", "O", "C", "O", "C", "O", "O", "C", "C", "H", "H", "H", "H", "H", "H", "H", "H", "H", "H", "H", "H", "H", "H", "C", "C", "C", "C", "C", "C", "H", "H", "H", "H", "H", "H", "C", "C", "C", "C", "C", "C", "H", "H", "H", "H", "H", "H", "C", "C", "C", "C", "C", "C", "H", "H", "H", "H", "H", "H"], "positions_angstrom": [[4.773, -3.704, 1.422], [3.845, -2.777, 2.410], [3.381, -1.414, 1.558], [1.957, -1.161, 1.841], [1.137, -1.176, 0.614], [-0.163, -0.494, 0.732], [-1.095, -1.235, 1.613], [-0.877, -1.111, 2.941], [-2.183, -2.008, 0.994], [-3.362, -2.118, 1.868], [-4.329, -3.341, 1.266], [4.321, -3.626, 0.331], [4.789, -4.837, 1.793], [5.866, -3.228, 1.405], [4.397, -2.506, 3.415], [2.822, -3.352, 2.623], [3.991, -0.527, 2.072], [3.643, -1.505, 0.414], [1.758, -0.556, -0.196], [1.028, -2.265, 0.136], [-3.132, -2.424, 2.976], [-4.052, -1.162, 1.878], [-5.012, -3.702, 2.169], [-3.656, -4.283, 0.978], [-5.009, -2.993, 0.379], [1.213, 1.979, -1.717], [0.985, 1.443, -2.984], [1.756, 1.861, -4.069], [2.763, 2.809, -3.884], [2.993, 3.342, -2.616], [2.216, 2.931, -1.533], [0.610, 1.655, -0.873], [0.205, 0.699, -3.127], [1.573, 1.448, -5.057], [3.367, 3.132, -4.728], [3.779, 4.080, -2.472], [2.393, 3.351, -0.547], [0.845, 4.509, -6.202], [1.263, 5.834, -6.089], [1.510, 6.589, -7.235], [1.330, 6.020, -8.496], [0.908, 4.695, -8.610], [0.670, 3.938, -7.463], [0.656, 3.920, -5.308], [1.397, 6.280, -5.106], [1.842, 7.620, -7.147], [1.518, 6.609, -9.390], [0.766, 4.253, -9.593], [0.347, 2.905, -7.552], [-3.050, -2.390, 7.370], [-3.737, -3.253, 8.224], [-5.000, -3.726, 7.871], [-5.574, -3.343, 6.658], [-4.886, -2.483, 5.802], [-3.626, -2.003, 6.160], [-2.067, -2.019, 7.647], [-3.287, -3.557, 9.166], [-5.537, -4.393, 8.539], [-6.556, -3.715, 6.380], [-5.333, -2.186, 4.857], [-3.093, -1.328, 5.496]], "nbo_charge": [-0.638, -0.430, -0.090, -0.557, 0.217, -0.533, 0.974, -0.573, -0.520, -0.091, -0.648, 0.205, 0.224, 0.212, 0.217, 0.221, 0.197, 0.185, 0.181, 0.164, 0.220, 0.194, 0.222, 0.227, 0.222, -0.170, -0.226, -0.230, -0.215, -0.216, -0.233, 0.212, 0.213, 0.215, 0.221, 0.214, 0.216, -0.219, -0.215, -0.212, -0.216, -0.217, -0.208, 0.225, 0.215, 0.213, 0.213, 0.212, 0.209, -0.210, -0.212, -0.215, -0.219, -0.210, -0.219, 0.217, 0.213, 0.213, 0.212, 0.206, 0.224]}

---

Record 5
{"formula": "C29H33N8OSSbSe4Ti", "method": "wB97M-V/def2-TZVPD", "multiplicity": 2, "s2": 0.7545, "total_charge": 1, "homo_lumo_gap_ha": [0.228, 0.213], "total_energy_ev": -346444.6910, "species": ["Ti", "C", "N", "C", "C", "N", "C", "S", "C", "C", "C", "C", "C", "N", "H", "H", "H", "H", "H", "H", "H", "H", "H", "C", "C", "C", "C", "C", "C", "N", "N", "C", "C", "C", "C", "C", "C", "H", "H", "H", "H", "H", "H", "H", "H", "H", "Se", "Sb", "Se", "Se", "Se", "C", "N", "C", "C", "N", "H", "H", "H", "H", "H", "H", "C", "C", "N", "H", "H", "H", "C", "C", "C", "O", "H", "H", "H", "H", "H", "H"], "positions_angstrom": [[-0.010, -0.195, -0.280], [-3.254, 3.535, 2.628], [-1.862, 3.439, 3.023], [-1.293, 4.111, 4.082], [0.004, 3.761, 4.131], [0.236, 2.872, 3.088], [-0.935, 2.672, 2.400], [-1.433, 1.718, 1.074], [1.535, 2.352, 2.823], [2.392, 2.105, 3.889], [3.660, 1.641, 3.588], [4.015, 1.441, 2.262], [3.074, 1.711, 1.287], [1.850, 2.162, 1.559], [-3.721, 4.310, 3.229], [-3.755, 2.581, 2.792], [-3.320, 3.786, 1.572], [-1.862, 4.786, 4.693], [0.794, 4.096, 4.777], [2.077, 2.233, 4.915], [4.358, 1.424, 4.386], [4.995, 1.074, 1.991], [3.295, 1.552, 0.236], [1.747, -2.066, 4.952], [0.998, -0.985, 4.513], [0.983, -0.656, 3.168], [1.746, -1.400, 2.274], [2.475, -2.506, 2.698], [2.472, -2.829, 4.045], [1.731, -1.011, 0.895], [2.736, -1.374, 0.247], [2.669, -1.143, -1.129], [3.808, -1.461, -1.866], [3.759, -1.329, -3.243], [2.578, -0.913, -3.847], [1.449, -0.608, -3.093], [1.467, -0.713, -1.707], [1.754, -2.331, 6.001], [0.413, -0.408, 5.218], [0.359, 0.146, 2.799], [3.030, -3.097, 1.985], [3.035, -3.687, 4.387], [4.693, -1.816, -1.357], [4.625, -1.564, -3.846], [2.533, -0.831, -4.926], [0.542, -0.297, -3.600], [-3.980, -1.872, -4.396], [-4.434, -0.600, -2.280], [-4.813, 1.690, -2.617], [-5.306, -2.230, -0.820], [-1.829, -0.395, -1.621], [-3.231, -3.934, 1.657], [-3.083, -2.509, 1.938], [-4.174, -1.787, 2.585], [-2.003, -1.885, 1.601], [-1.048, -1.314, 1.276], [-4.102, -4.081, 1.018], [-3.346, -4.487, 2.589], [-2.344, -4.284, 1.134], [-5.100, -1.991, 2.047], [-3.972, -0.720, 2.531], [-4.267, -2.098, 3.627], [-0.735, -4.383, -2.773], [-0.272, -3.664, -1.608], [0.073, -3.042, -0.707], [-1.117, -5.360, -2.483], [0.090, -4.506, -3.473], [-1.531, -3.797, -3.237], [0.925, 3.956, -1.255], [0.299, 2.685, -1.734], [-0.645, 2.741, -2.880], [0.555, 1.634, -1.156], [0.682, 4.800, -1.894], [2.005, 3.834, -1.181], [0.553, 4.126, -0.242], [-0.171, 3.270, -3.709], [-1.518, 3.332, -2.582], [-0.980, 1.752, -3.176]], "lowdin_spin": [-0.003, 0.000, 0.000, 0.000, 0.000, 0.000, 0.000, 0.000, 0.000, 0.000, 0.000, 0.000, 0.000, 0.000, 0.000, 0.000, 0.000, 0.000, 0.000, 0.000, 0.000, 0.000, 0.000, 0.000, 0.000, 0.000, 0.000, 0.000, 0.000, 0.000, 0.000, 0.000, 0.000, 0.000, 0.000, 0.000, 0.000, 0.000, 0.000, 0.000, 0.000, 0.000, 0.000, 0.000, 0.000, 0.000, 0.892, 0.013, 0.019, 0.072, 0.000, 0.000, 0.000, 0.002, 0.000, 0.000, 0.000, 0.000, 0.000, 0.003, 0.000, 0.000, 0.000, 0.000, 0.000, 0.000, 0.000, 0.001, 0.000, 0.000, 0.000, 0.000, 0.000, 0.000, 0.000, 0.000, 0.000, 0.000]}

---

What is the formula in the fourth record?
C25H32O4

---

Number 4 is which compound?
C25H32O4